Below is a molecular structure, C27H19MnN4O5PSbSe4 in a non-equilibrium geometry, with properties calculated with ωB97M-V/def2-TZVPD.

The molar mass comes out at 1002.98 g mol⁻¹. The HOMO energy (alpha / beta) comes out at -4.9 / -4.8 eV. Its expectation value of S² is 3.828. Its orbital gap (alpha / beta) is 5.612 / 5.208 eV. The energy above the lowest of the compared OMol25 structures with the same formula, charge and spin comes out at 148.1 kcal per mole.

```
! RIJCOSX wB97M-V def2-TZVPD def2/J DEFGRID3
* xyz -1 4
Sb 1.4867 -4.1739 -0.5182
Se 0.4555 -6.1972 -1.3848
Se 2.6445 -4.6114 1.5607
Se 3.2996 -4.2546 -2.1626
Se -0.0426 -2.3592 -0.6149
Mn -1.2877 -0.9121 -0.6843
P -3.0992 0.3966 -1.3354
O 3.8516 0.3542 -2.7100
O -0.2113 0.8188 2.9225
O -1.5822 0.7239 -1.3173
O 1.6269 0.2745 -2.7487
O -0.8892 -0.4130 1.2070
N 1.5289 0.5844 -0.0061
N -2.6498 -1.9457 0.1200
N -4.3216 -3.1318 1.4324
N -6.6915 -3.5925 0.8224
C 3.7067 -0.4509 1.3475
C 2.6339 0.3813 -2.1329
C 2.4950 -0.3101 1.9832
C -4.8433 1.0326 2.8465
C -4.5548 -1.8506 -2.2595
C -3.8641 0.6118 0.2880
C -3.3325 -1.1671 -2.2633
C 1.4375 0.2524 1.2811
C -5.1121 0.0930 0.6505
C -4.8925 3.7217 -3.9538
C 2.6910 0.4134 -0.6248
C -5.5721 -3.3979 1.1036
C -3.3348 1.9222 -3.6025
C -3.8849 1.6938 -2.3378
C -4.5998 -3.1834 -2.5991
C -3.4294 -2.5284 0.7284
C -3.6323 1.5917 2.4739
C -3.1542 1.4102 1.1784
C 3.8229 -0.0478 0.0280
C -5.5961 0.3108 1.9289
C -2.1873 -1.8163 -2.7648
C -4.9356 2.4873 -1.8816
C -3.8350 2.9381 -4.4084
C -3.4298 -3.8653 -2.9399
C -5.4409 3.4974 -2.7004
C -2.2461 -3.1722 -3.0899
C 0.0241 0.2398 1.8640
H 2.3218 -0.7102 2.9746
H -1.3440 -3.6801 -3.3890
H -6.5510 -0.1180 2.2090
H 4.5193 -0.9712 1.8329
H -2.2403 1.8893 0.8869
H -5.6904 -0.4964 -0.0449
H -1.3274 -1.2632 -3.0990
H -5.4508 -1.3395 -1.9358
H -2.5111 1.3196 -3.9584
H -5.2107 1.1644 3.8571
H 3.8154 -0.0548 -3.5763
H -3.3967 3.1103 -5.3841
H 4.7320 -0.2115 -0.5248
H -5.2895 4.5103 -4.5846
H -5.3554 2.3269 -0.8993
H -3.0243 2.1366 3.1824
H -3.4463 -4.9357 -3.1094
H -6.2637 4.1082 -2.3460
H -5.5441 -3.7125 -2.5373
*
```